Computed, not measured: a 2-piece molecular cluster, C44H55N2 overall in a non-equilibrium geometry, with ωB97M-V with the def2-TZVPD basis set.

Each atom is followed by the atoms it is bonded to, with distances in Å.
Atoms and positions in Å:
1 C 0.44499 2.04393 -7.05713  C2 1.499, H25 1.096, H26 1.097, H27 1.101
2 C 0.58098 0.96911 -6.02097  C1 1.499, C3 1.396, C24 1.396
3 C 1.67037 0.09686 -6.06169  C2 1.396, C4 1.396, H28 1.088
4 C 1.80205 -0.92880 -5.12451  C3 1.396, C5 1.496, C6 1.404
5 C 2.99876 -1.82481 -5.18662  C4 1.496, H29 1.096, H30 1.093, H31 1.095
6 C 0.82511 -1.03928 -4.12271  C4 1.404, N7 1.422, C22 1.397
7 N 0.93974 -2.05164 -3.13133  C6 1.422, C8 1.379, C21 1.386
8 C 1.05525 -1.84028 -1.77374  N7 1.379, C9 1.411, N10 1.379
9 C 1.12459 -0.59888 -1.10632  C8 1.411, H32 1.083, H33 1.092
10 N 1.16282 -3.09934 -1.22047  C8 1.379, C11 1.428, C20 1.387
11 C 1.41251 -3.38584 0.15636  N10 1.428, C12 1.402, C18 1.404
12 C 0.45452 -4.10339 0.88561  C11 1.402, C13 1.501, C14 1.401
13 C -0.74742 -4.68970 0.20331  C12 1.501, H34 1.096, H35 1.100, H36 1.100
14 C 0.65212 -4.25060 2.26482  C12 1.401, C15 1.396, H37 1.096
15 C 1.78958 -3.73691 2.89048  C14 1.396, C16 1.501, C17 1.395
16 C 1.98189 -3.82311 4.37661  C15 1.501, H38 1.096, H39 1.100, H40 1.094
17 C 2.77889 -3.13851 2.10912  C15 1.395, C18 1.396, H41 1.099
18 C 2.64105 -3.01520 0.72547  C11 1.404, C17 1.396, C19 1.501
19 C 3.78839 -2.56229 -0.13043  C18 1.501, H42 1.101, H43 1.100, H44 1.099
20 C 1.01161 -4.04628 -2.22242  N10 1.387, C21 1.338, H45 1.073
21 C 0.88086 -3.41131 -3.39310  N7 1.386, C20 1.338, H46 1.077
22 C -0.31811 -0.23648 -4.10727  C6 1.397, C23 1.495, C24 1.397
23 C -1.43663 -0.49658 -3.15061  C22 1.495, H47 1.097, H48 1.102, H49 1.096
24 C -0.39417 0.80386 -5.03612  C2 1.396, C22 1.397, H50 1.087
25 H -0.03399 2.93442 -6.63539  C1 1.096
26 H 1.43220 2.32363 -7.44447  C1 1.097
27 H -0.15905 1.73221 -7.92314  C1 1.101
28 H 2.42526 0.20162 -6.83882  C3 1.088
29 H 3.72510 -1.57894 -4.40371  C5 1.096
30 H 2.75199 -2.88607 -5.09691  C5 1.093
31 H 3.50423 -1.67154 -6.14633  C5 1.095
32 H 1.56935 -0.66961 -0.12171  C9 1.083
33 H 1.22900 0.27865 -1.74733  C9 1.092
34 H -1.54361 -4.84763 0.94024  C13 1.096
35 H -1.15196 -4.03692 -0.58412  C13 1.100
36 H -0.51464 -5.65908 -0.26183  C13 1.100
37 H -0.10267 -4.78409 2.85400  C14 1.096
38 H 3.04102 -3.94450 4.63003  C16 1.096
39 H 1.63550 -2.90870 4.87993  C16 1.100
40 H 1.43211 -4.67478 4.78914  C16 1.094
41 H 3.70721 -2.78788 2.58141  C17 1.099
42 H 4.72414 -2.60267 0.44824  C19 1.101
43 H 3.91383 -3.21845 -1.00488  C19 1.100
44 H 3.67076 -1.53101 -0.49123  C19 1.099
45 H 1.00198 -5.09995 -2.01818  C20 1.073
46 H 0.71348 -3.79260 -4.38674  C21 1.077
47 H -2.22596 0.25660 -3.26161  C23 1.097
48 H -1.88873 -1.49013 -3.29923  C23 1.102
49 H -1.07919 -0.49200 -2.11406  C23 1.096
50 H -1.24712 1.47742 -5.00203  C24 1.087
51 C -5.31665 2.57016 5.01284  C52 1.502, H73 1.098, H74 1.100, H75 1.098
52 C -4.34083 1.95495 4.05090  C51 1.502, C53 1.394, C72 1.392
53 C -3.10288 1.48199 4.48492  C52 1.394, C54 1.397, H76 1.092
54 C -2.24695 0.80173 3.61501  C53 1.397, C55 1.507, C56 1.410
55 C -0.99761 0.24662 4.24911  C54 1.507, H77 1.090, H78 1.099, H79 1.100
56 C -2.59847 0.66035 2.25667  C54 1.410, C57 1.539, C70 1.412
57 C -1.74155 -0.17857 1.29288  C56 1.539, C58 1.529, C59 1.560, H80 1.100
58 C -1.89690 -1.66531 1.61599  C57 1.529, H81 1.098, H82 1.097, H83 1.101
59 C -0.23595 0.22827 1.26118  C57 1.560, C60 1.508, H84 1.099, H85 1.101
60 C 0.18792 1.00377 0.03893  C59 1.508, C61 1.489, H86 1.096
61 C 0.71778 2.36012 0.34810  C60 1.489, C62 1.433, C68 1.417
62 C -0.04864 3.56165 0.19399  C61 1.433, C63 1.498, C64 1.392
63 C -1.47636 3.58908 -0.25870  C62 1.498, H87 1.101, H88 1.099, H89 1.098
64 C 0.50771 4.79996 0.50101  C62 1.392, C65 1.393, H90 1.091
65 C 1.79572 4.93145 1.01559  C64 1.393, C66 1.497, C67 1.396
66 C 2.33541 6.28362 1.36375  C65 1.497, H91 1.095, H92 1.098, H93 1.098
67 C 2.54084 3.76210 1.17527  C65 1.396, C68 1.394, H94 1.091
68 C 2.02725 2.50199 0.87152  C61 1.417, C67 1.394, C69 1.504
69 C 2.91321 1.30954 1.10442  C68 1.504, H95 1.100, H96 1.101, H97 1.100
70 C -3.82974 1.18122 1.80346  C56 1.412, C71 1.505, C72 1.387
71 C -4.29502 1.01977 0.38113  C70 1.505, H98 1.095, H99 1.097, H100 1.096
72 C -4.66676 1.82377 2.70410  C52 1.392, C70 1.387, H101 1.093
73 H -6.22947 2.88995 4.49254  C51 1.098
74 H -5.60936 1.85136 5.79219  C51 1.100
75 H -4.88142 3.44478 5.51497  C51 1.098
76 H -2.82531 1.59809 5.53423  C53 1.092
77 H -0.50964 -0.54527 3.68039  C55 1.090
78 H -0.25955 1.04250 4.42245  C55 1.099
79 H -1.24320 -0.17080 5.23710  C55 1.100
80 H -2.14502 -0.04846 0.27774  C57 1.100
81 H -2.95926 -1.94237 1.64276  C58 1.098
82 H -1.42772 -2.27979 0.83785  C58 1.097
83 H -1.45234 -1.93434 2.58635  C58 1.101
84 H 0.01554 0.82053 2.15194  C59 1.099
85 H 0.36735 -0.68420 1.38412  C59 1.101
86 H -0.52953 1.02844 -0.78876  C60 1.096
87 H -1.81693 4.63578 -0.29282  C63 1.101
88 H -1.62891 3.15751 -1.25806  C63 1.099
89 H -2.15418 3.07272 0.43422  C63 1.098
90 H -0.08768 5.70296 0.35921  C64 1.091
91 H 3.38584 6.24398 1.67090  C66 1.095
92 H 2.26067 6.96176 0.50382  C66 1.098
93 H 1.76540 6.75606 2.17528  C66 1.098
94 H 3.55652 3.82738 1.56848  C67 1.091
95 H 3.86398 1.63846 1.54831  C69 1.100
96 H 2.46451 0.58676 1.80399  C69 1.101
97 H 3.15472 0.78165 0.17051  C69 1.100
98 H -5.27718 1.48904 0.26319  C71 1.095
99 H -3.62498 1.51172 -0.33526  C71 1.097
100 H -4.41121 -0.03208 0.09471  C71 1.096
101 H -5.62307 2.20521 2.33800  C72 1.093

Values from the calculation:
- LUMO (eV) = -3.79
- ΔE to the lowest compared entry with this formula, charge and spin (kJ/mol) = 0.0
- net charge = +1
- gap between HOMO and LUMO (eV) = 6.51
- M (Da) = 611.9